Entry 1:
The following is a quantum chemistry calculation of a structure of composition C9H22N2NiO2P2, from OMol25.

## Properties
2S+1   4
Energy relative to the best compared isomer or geometry (same formula, charge and spin)   26.01 kcal per mole
DFT total energy   -76375.4072 eV
Charge   +1
<S²>   3.82
LUMO level (spin up / spin down)   -3.01 / -5.43 eV
Orbital gap (spin up / spin down)   7.31 / 5.65 eV

```
38
Properties=species:S:1:pos:R:3:mulliken_charge:R:1
H -0.2911 -0.3049 -2.7783 0.338
H 1.8955 -1.1073 -2.5581 0.385
C 0.4315 0.5005 -2.5104 -0.804
H -0.4883 3.3472 1.6038 0.085
H -2.0323 -3.0931 1.7845 0.334
C -1.5685 -2.9687 0.8023 -1.433
C 2.0475 -1.5629 1.4720 -0.767
H -1.5052 2.3110 -2.5945 0.401
H 2.2878 0.7004 2.5521 0.093
H 3.4507 2.3638 0.3389 0.308
H -0.9060 -1.4379 -0.5107 -0.354
H 0.6089 -0.4828 3.3113 0.146
H 2.7757 3.5787 1.0091 0.322
N 1.6482 -0.3146 -0.5793 0.313
H -2.1598 1.9066 1.8925 0.143
H -2.5876 3.3713 -0.5741 0.436
H 2.7100 -2.1100 -0.5616 0.398
C 1.7358 -0.1417 -2.0498 -0.667
H 0.6086 1.1285 -3.4033 0.489
C 2.1623 -1.3470 0.0047 -0.036
N -0.0986 1.3043 -1.4064 0.284
H 3.0290 -1.6330 1.9697 0.484
Ni 0.5095 0.9492 0.3122 -0.545
H -0.5303 -3.2918 0.8757 0.258
H 1.4549 -2.4601 1.7238 0.319
C -1.7426 2.6898 -0.4638 -0.681
P -1.0328 2.1411 1.0981 0.112
C -1.1511 2.1077 -1.5714 0.118
P 1.1654 -0.0339 2.0823 0.009
H -2.9042 -0.1036 -0.6480 0.239
H -3.6938 -0.9794 0.6779 0.321
C -2.9822 -1.0731 -0.1518 -1.394
O -1.2301 -0.6990 1.4266 -0.578
H -3.3718 -1.7929 -0.8805 0.397
C -1.6182 -1.5166 0.3606 1.378
H -2.0760 -3.6225 0.0887 0.394
H 2.5718 0.5421 -2.2853 0.359
O 2.8773 3.1346 0.1406 -0.604
```

Entry 2:
The following is a quantum chemistry calculation of the molecule C9H22N2O2Si, from OMol25.

## Properties
2S+1   1
DFT total energy   -24638.2041 eV
SMILES string   CNC[Si@H](O)CCCCN(C)C(C)=O
LUMO level   0.43 eV
Orbital gap   9.19 eV

```
36
Properties=species:S:1:pos:R:3:mulliken_charge:R:1
H 1.5539 0.0322 -2.6913 0.380
C 0.6061 1.2597 -0.9807 -0.227
H -0.2128 -0.5217 -2.2769 0.192
H 3.9290 -0.9535 -0.3550 0.306
H 2.2166 -3.6879 -1.3184 0.276
H -2.6209 -0.2120 -2.1432 0.269
O -4.4030 0.8895 1.9532 -0.563
C 3.4435 1.1021 1.1351 -0.664
H -1.4867 -0.7439 2.2346 0.093
H 3.1804 1.5139 0.0662 0.222
H -3.0718 -0.9843 3.2307 0.300
H -2.8442 -2.0331 1.6815 0.254
H -3.7383 -1.1634 -0.9612 0.341
N -3.0202 0.7104 -0.1253 -0.053
H -1.8757 -1.1859 -0.6389 0.068
H 1.3517 2.0407 -1.4888 0.224
C -2.6541 -0.9609 2.1132 -0.610
C -1.8016 1.5757 0.0956 -0.355
H -1.1870 1.1270 0.9851 0.151
H 0.8307 1.1447 0.1622 0.036
H 3.3330 -2.2776 0.8503 0.204
H -1.3858 1.5808 -2.2564 0.357
Si 1.4528 -1.6214 -0.7142 0.276
O 1.9300 -2.9029 -1.8739 -0.590
H 1.8517 -0.1859 1.7866 0.272
H 2.9825 1.8777 1.9062 0.273
C 3.0247 -1.2478 0.3313 -0.462
H -0.7447 3.0714 -1.2985 0.332
C -2.7502 -0.4953 -0.9942 -0.633
C -3.4055 0.2446 1.2946 0.420
H -2.2090 2.6280 0.4805 0.215
N 2.8371 -0.2484 1.4498 -0.355
H 0.3764 -2.2473 0.0956 -0.085
C 0.8091 -0.1554 -1.7821 -0.458
H 4.6087 1.1399 1.2832 0.279
C -0.9065 1.8903 -1.2366 -0.684
```

Entry 3:
The following is a quantum chemistry calculation of the molecule C9H22N2P2, from OMol25.

## Properties
2S+1   3
DFT total energy   -31242.0664 eV
<S²>   2.01
LUMO level (spin up / spin down)   0.84 / -0.91 eV
Orbital gap (spin up / spin down)   7.44 / 7.82 eV

```
35
Properties=species:S:1:pos:R:3:mulliken_charge:R:1
H 1.1782 -4.6534 1.4959 0.476
C -2.2473 2.3205 0.8241 -1.741
H -3.0094 3.1234 1.0800 0.389
H -2.9722 3.1634 -1.6278 0.425
H 1.9170 -1.1057 -0.7662 0.072
H -1.4665 3.1913 -2.4747 0.288
C -0.5945 4.0911 -0.1573 -1.401
H -2.6785 1.3581 0.5583 0.299
H -0.4734 -4.0405 -0.1987 0.448
N -0.6621 -0.0710 -0.5747 -0.369
P 0.1791 -1.7912 1.5357 -0.139
H -1.6308 2.2184 1.6933 0.474
P 0.2506 1.4640 -0.4534 0.071
H 0.7636 -4.1935 -1.2929 0.584
C 1.9068 -3.9224 1.2110 -1.531
H -1.3414 4.8534 0.1146 0.361
H 2.6867 -1.7143 0.7585 0.518
N -0.9104 -0.9792 0.5444 -0.180
C -1.2042 2.7290 -0.2510 1.508
H 2.4251 -3.4905 2.0760 0.417
H 0.4248 4.1179 0.4767 0.181
C -1.9761 2.6463 -1.6171 -1.569
H 2.6800 -4.3160 0.5214 0.355
H -2.4166 1.6873 -1.9506 0.384
H -0.2656 4.1967 -1.1747 0.472
C 0.3194 -3.5257 -0.7147 -1.986
H -0.3785 -0.5678 -1.3907 0.334
H -0.1663 -2.8986 -1.3762 0.418
C 2.3334 -2.0040 -0.2228 -1.341
C 1.4137 1.3995 0.8058 -0.611
H 2.0476 0.5187 0.5356 0.193
H 2.8189 -2.6009 -0.9422 0.497
C 1.1510 -2.7998 0.3396 1.140
H -1.7588 -0.5934 0.9839 0.304
H 1.6568 2.1891 1.6311 0.262
```

Entry 4:
The following is a quantum chemistry calculation of a cluster of 4 separate species, C9H22NO17PS4 in total, from OMol25.

## Properties
2S+1   1
DFT total energy   -98615.0087 eV
LUMO level   0.18 eV
Orbital gap   9.59 eV

```
54
Properties=species:S:1:pos:R:3:mulliken_charge:R:1
S -0.6850 -4.4013 6.0020 0.997
N -4.4976 -0.9080 -2.4600 -0.497
O 0.7184 5.2394 -3.7253 -0.267
O 0.1510 -3.7096 7.1678 -0.311
O 1.1467 -1.7157 1.1133 -0.291
O 2.9709 -2.4184 2.4747 -0.326
H 1.0671 -1.8481 -2.1458 0.394
C 1.0427 -5.8473 7.0785 -0.291
S -2.3527 1.4465 -3.0964 0.769
H 0.0445 3.0336 -2.7866 0.205
H -0.2885 4.2574 -5.2255 0.293
H 0.7998 -0.4629 -1.0827 0.237
H -5.5786 1.4381 -0.2594 0.322
H -1.1787 5.6010 -4.4668 0.266
H 1.0960 -6.8169 7.5646 0.302
O -1.2287 1.6591 -1.9326 -0.238
O -2.0630 -4.4477 6.3240 -0.560
O -5.6006 0.7118 -0.8906 -0.497
O 0.8820 7.3779 -2.4862 -0.548
O -3.5611 1.4749 -2.0227 -0.190
O 2.9134 -3.1550 0.1475 -0.569
C 1.8753 -1.9870 3.3025 -0.209
H -0.1706 -1.5239 2.6907 0.342
H -0.2901 6.7102 -6.4674 0.307
H 2.0369 -0.9465 3.5895 0.284
H 1.3756 -0.4939 -4.0822 0.310
H 1.9557 -5.6588 6.5125 0.269
C -0.2064 5.2650 -4.8275 -0.219
C 0.7175 -4.7116 8.0310 -0.308
O -0.0754 -5.8597 6.1741 -0.327
C 0.6686 -2.1495 2.4027 -0.237
H 1.2489 5.8110 -6.3496 0.295
C 1.2520 0.0508 -3.1466 -0.422
S 1.4533 6.6430 -3.5558 1.053
H 1.5933 -4.2873 8.5124 0.306
P -4.1105 0.1084 -1.1788 0.287
H -4.1410 -1.8457 -2.3483 0.267
O 0.4557 1.1889 -3.4910 -0.371
H 0.7450 1.9196 -1.5814 0.337
O -2.4487 2.6878 -3.8290 -0.603
O 3.3577 -0.7861 0.6531 -0.558
H -0.4476 -0.9099 -2.2287 0.152
H -4.4108 -0.5847 -3.4131 0.273
H 2.2446 0.3963 -2.8396 0.333
S 2.7051 -2.0097 0.9589 1.122
C 0.6329 -0.8501 -2.0882 -0.722
H -0.0226 -5.0003 8.7780 0.285
O -0.2571 -3.8306 4.7713 -0.389
H 1.8264 -2.6188 4.1820 0.166
C 0.0708 2.0024 -2.4366 -0.265
C 0.4245 6.2540 -5.7889 -0.366
O 2.8528 6.4155 -3.6088 -0.545
O 0.9397 7.2805 -4.9250 -0.325
H 0.3499 -3.1884 2.3357 0.276
```

Entry 5:
The following is a quantum chemistry calculation of a cluster of 2 separate species, C9H22NPS in total, from OMol25.

## Properties
2S+1   3
DFT total energy   -31297.7946 eV
<S²>   2.01
LUMO level (spin up / spin down)   0.80 / -1.88 eV
Orbital gap (spin up / spin down)   5.82 / 6.57 eV

```
34
Properties=species:S:1:pos:R:3:mulliken_charge:R:1
C -0.4740 -0.4201 2.3920 0.115
H -0.0397 -1.8980 -2.1687 0.295
P 0.3307 0.4220 0.9560 0.034
C 1.0674 -1.8221 -2.1585 -1.394
C -1.9827 2.5805 -2.4579 -0.946
H 1.3545 -1.9429 -3.2628 0.342
H -1.7059 3.1728 -3.3328 0.311
H -1.1091 -1.1691 1.9040 0.407
H -1.3699 0.7946 -3.3241 0.396
H -1.9554 0.5199 3.8758 0.353
C -1.3695 0.7035 2.9281 -1.430
N 0.9415 -0.9276 0.0969 -0.120
H -2.3732 3.1139 -1.6348 0.371
C 0.4266 -0.9785 3.6100 -1.266
H 3.2324 0.1820 -0.3765 0.219
H 3.4678 -1.5342 -1.2501 0.313
H 0.8881 -0.0850 4.0065 0.378
H -1.7806 -0.0757 -0.8661 -0.133
H 3.2072 -0.1125 -2.1849 0.441
H -3.4710 0.6454 -1.2363 0.433
C 3.0058 -0.5326 -1.2592 -1.225
H -0.2394 -1.4346 4.3276 0.437
C -2.5103 0.2973 -1.5899 -0.505
C -1.8056 1.2858 -2.4731 -0.175
H -2.8383 -0.5392 -2.3210 0.251
C 1.4271 -0.6813 -1.2937 0.067
H 1.3354 -2.8003 -1.7870 0.386
H -2.2016 0.8303 2.3309 0.443
H -0.7675 1.5668 3.1102 0.349
H 1.2945 -1.7525 0.5347 0.288
H 1.6326 2.6118 1.4407 0.176
H 1.2780 -1.6080 3.1804 0.250
H 1.1827 0.2142 -1.6633 0.482
S 1.9217 1.3737 1.9470 -0.346
```

Entry 6:
The following is a quantum chemistry calculation of a cluster of 4 separate species, C9H23BrO6 in total, from OMol25.

## Properties
2S+1   1
DFT total energy   -92031.2945 eV
SMILES string   COCCCCOC(=O)Br.CO.CO.CO
LUMO level   0.60 eV
Orbital gap   10.13 eV

```
39
Properties=species:S:1:pos:R:3:mulliken_charge:R:1
H -2.4708 5.0623 -0.7380 0.215
H -2.3435 1.2109 2.2665 0.320
C -1.8682 4.7041 -1.5695 -0.591
H 1.9145 -0.7050 2.2852 0.223
C 0.0204 -2.2636 -0.1819 -0.256
C 1.6793 -1.2434 4.1419 -0.668
H -2.0538 1.9423 0.6780 0.096
H -2.7095 -1.3015 1.7273 0.475
C -1.6686 -1.2503 1.3850 -0.418
C -2.3435 1.0231 1.1859 -0.743
H 4.5191 0.6652 -0.9929 0.273
H -3.3610 0.7495 0.8812 0.345
H -1.4408 5.5670 -2.0867 0.287
O 0.8753 -2.4294 -2.4641 -0.285
H -2.5161 4.1586 -2.2606 0.277
H -1.0082 -1.3992 2.2438 0.140
H 2.3198 -0.4718 4.5761 0.271
H 3.1160 2.5407 -1.1716 0.359
H 0.6695 -1.8236 0.5740 -0.059
O 3.8002 0.7393 -0.3600 -0.514
O -1.4090 0.0340 0.8288 -0.161
O -0.8602 3.8664 -1.0198 -0.450
H 2.3804 1.0671 -1.8522 0.287
H -1.6668 -3.2758 0.7218 0.364
C 0.3408 -2.4719 -3.6648 0.596
O -0.0708 -1.5778 -4.3244 -0.438
C 0.2238 -1.5380 -1.5054 -0.030
H 0.3637 -3.2900 -0.3290 0.464
O 1.1679 -0.8491 2.8751 -0.380
H 0.8684 -0.6700 -1.3749 -0.287
H -2.1241 -2.1156 -0.5137 0.358
H 0.8240 -1.3945 4.7970 0.227
H -0.3179 3.5369 -1.7412 0.267
C -1.4312 -2.2892 0.3139 -0.807
H 1.9686 1.5930 -0.2072 0.191
H 2.2417 -2.1786 4.0788 0.309
H -0.7082 -1.1731 -1.9342 0.514
Br 0.3088 -4.2790 -4.3273 -0.164
C 2.7701 1.5297 -0.9409 -0.604
```